[1]
This record from the Open Molecules 2025 dataset describes 2 unconnected molecules or ions with the total composition C6H15NOSi in a non-equilibrium geometry. The level of theory is ωB97M-V/def2-TZVPD.

Each atom is followed by the atoms it is bonded to, with distances in Å.
Geometry (Å):
1 C 2.898 -1.492 -0.660  N7 1.281, H10 1.100
2 C 0.706 0.626 2.205  C6 1.508, H11 1.084, H12 1.085, H13 1.060
3 C -2.504 1.311 -0.031  Si9 1.983, H14 1.031, H15 1.081, H16 1.083
4 C -1.423 -1.670 0.657  Si9 1.966, H17 1.101, H18 1.081, H19 1.097
5 C -0.467 -0.054 -2.062  Si9 1.934, H20 1.134, H21 1.154, H22 1.028
6 C 0.398 1.011 0.780  C2 1.508, O8 1.166, Si9 1.954
7 N 3.255 -0.364 -1.148  C1 1.281, H23 1.092, H24 0.989
8 O 0.992 1.804 0.166  C6 1.166
9 Si -0.987 0.044 -0.202  C3 1.983, C4 1.966, C5 1.934, C6 1.954
10 H 2.159 -1.265 0.123  C1 1.100
11 H -0.114 0.813 2.889  C2 1.084
12 H 0.812 -0.451 2.127  C2 1.085
13 H 1.633 0.999 2.559  C2 1.060
14 H -3.306 1.006 0.542  C3 1.031
15 H -2.211 2.182 0.536  C3 1.081
16 H -2.898 1.778 -0.925  C3 1.083
17 H -1.524 -1.462 1.733  C4 1.101
18 H -2.233 -2.331 0.383  C4 1.081
19 H -0.608 -2.375 0.451  C4 1.097
20 H 0.443 -0.675 -2.330  C5 1.134
21 H -1.385 -0.623 -2.468  C5 1.154
22 H -0.446 0.825 -2.596  C5 1.028
23 H 2.961 0.627 -0.796  N7 1.092
24 H 3.848 -0.264 -1.934  N7 0.989

## Properties
- Charge: 0
- Gap between HOMO and LUMO: 9.16 eV
- LUMO energy: 0.83 eV
- DFT total energy: -656.992539 a.u.
- ΔE to the lowest compared entry with this formula, charge and spin: 3.891 eV
- F_max: 4.66 eV/Å

---

[2]
This record from the Open Molecules 2025 dataset describes a gas-phase ion, C6H15NP (charge +1) in a non-equilibrium geometry. The level of theory is ωB97M-V/def2-TZVPD.

Each atom is followed by the atoms it is bonded to, with distances in Å.
Geometry (Å):
1 C 2.250 1.315 -0.871  C2 1.339, H9 1.110, H10 1.018
2 C 1.446 1.082 0.175  C1 1.339, C3 1.507, H11 1.105
3 C 0.363 0.037 0.253  C2 1.507, N4 1.668, P6 1.997, H12 1.127
4 N 0.038 -0.436 1.819  C3 1.668, C5 1.508, H13 0.937, H14 0.974
5 C 0.910 -1.598 2.223  N4 1.508, H15 1.007, H16 1.059, H17 1.078
6 P -1.472 0.703 -0.170  C3 1.997, C7 1.922, C8 1.869
7 C -1.081 1.780 -1.714  P6 1.922, H18 1.093, H19 1.069, H20 1.177
8 C -2.285 -0.798 -0.929  P6 1.869, H21 1.037, H22 1.105, H23 1.095
9 H 3.116 2.005 -0.949  C1 1.110
10 H 1.961 0.969 -1.783  C1 1.018
11 H 1.624 1.703 1.072  C2 1.105
12 H 0.425 -0.926 -0.330  C3 1.127
13 H -0.839 -0.762 1.861  N4 0.937
14 H 0.144 0.233 2.519  N4 0.974
15 H 1.731 -1.643 1.642  C5 1.007
16 H 0.899 -1.574 3.282  C5 1.059
17 H 0.508 -2.583 2.050  C5 1.078
18 H -0.205 2.381 -1.458  C7 1.093
19 H -1.933 2.403 -1.882  C7 1.069
20 H -0.909 1.414 -2.820  C7 1.177
21 H -2.207 -1.696 -0.416  C8 1.037
22 H -1.591 -1.038 -1.754  C8 1.105
23 H -3.195 -0.622 -1.512  C8 1.095

## Properties
- SMILES string: C=C[C@@H]([NH2+]C)P(C)C
- Charge: +1
- Gap between HOMO and LUMO: 9.51 eV
- LUMO energy: -3.06 eV
- DFT total energy: -633.359503 a.u.
- ΔE to the lowest compared entry with this formula, charge and spin: 2.090 eV
- F_max: 6.36 eV/Å